[1]
Computed, not measured: an isolated ion of composition C3H5NO3 and charge -1 at a distorted geometry, with ωB97M-V/def2-TZVPD.

The LUMO energy (spin up / spin down) comes out at 4.0471 / 3.9086 eV. As for the net charge: -1. As for the spin multiplicity: 2. The total energy comes out at -397.74179 hartree. The value obtained for the highest occupied orbital energy (spin up / spin down) is 0.102 / -4.326 eV. As for the strongest force on any atom: 4.74 eV/Å. Its expectation value of S² is 0.754.

Structure (XYZ):
```
12
Properties=species:S:1:pos:R:3:mulliken_charge:R:1
C -1.534 -0.542 0.461 -0.31
N -0.821 0.477 -0.366 -0.45
C 0.587 0.912 -0.065 -0.42
C 1.511 -0.435 -0.080 0.40
O 1.187 -1.172 -1.126 -0.41
O 2.483 -0.559 0.694 -0.60
O -2.703 -0.832 0.215 -0.59
H -1.030 -0.649 1.475 0.10
H -1.522 1.228 -0.462 0.26
H 0.974 1.808 -0.546 0.43
H 0.655 1.064 1.040 0.22
H 0.214 -1.301 -1.241 0.37
```

***

[2]
Computed, not measured: C44H38F6KN8O7PS3 as an isolated structure, with ωB97M-V/def2-TZVPD.

The LUMO energy comes out at 3.9152 eV. As for the net charge: -2. The total energy comes out at -5399.51107 hartree. The value obtained for the highest occupied orbital energy is -2.753 eV. As for the strongest force on any atom: 0.82 eV/Å.

Structure (XYZ):
```
108
Properties=species:S:1:pos:R:3:mulliken_charge:R:1
K -0.284 -0.237 -0.215 1.38
C 0.522 1.550 4.254 -0.59
C -0.583 1.194 5.021 -0.56
C -1.825 1.167 4.428 -0.28
C -1.958 1.483 3.059 0.18
N -0.885 1.794 2.318 -0.31
C 0.309 1.841 2.919 -0.61
N -3.249 1.473 2.564 -0.48
C -3.579 1.613 1.311 0.05
N -2.860 1.697 0.162 -0.28
C -3.745 1.951 -0.853 -0.03
N -3.563 2.250 -2.098 -0.60
C -2.371 2.169 -2.788 0.01
C -2.169 3.090 -3.832 -0.71
C -1.080 2.951 -4.662 -0.79
C -0.207 1.884 -4.468 -0.78
C -0.476 1.038 -3.408 -0.10
N -1.502 1.179 -2.568 0.64
C -5.148 1.952 -0.336 0.00
C -6.369 2.123 -0.955 -0.02
C -7.507 2.054 -0.155 -0.58
C -7.405 1.827 1.219 -0.60
C -6.162 1.664 1.827 -0.02
C -5.046 1.727 1.019 -0.13
H 1.525 1.578 4.657 0.45
H -0.472 0.939 6.069 0.36
H -2.722 0.914 4.978 0.42
H 1.144 2.123 2.291 0.81
H -2.898 3.877 -3.970 0.50
H -0.911 3.654 -5.471 0.36
H 0.659 1.727 -5.098 0.46
H 0.160 0.181 -3.208 0.55
H -6.424 2.295 -2.022 0.51
H -8.488 2.174 -0.602 0.37
H -8.309 1.775 1.816 0.37
H -6.060 1.489 2.891 0.54
O 3.453 0.744 2.305 -0.79
S 2.882 0.347 1.029 1.33
O 2.201 1.414 0.322 -0.67
O 2.074 -0.864 1.082 -0.39
C 4.334 -0.067 0.035 -0.27
C 5.575 -0.027 0.670 -0.54
C 6.732 -0.313 -0.033 -0.62
C 6.662 -0.632 -1.385 -0.77
C 5.432 -0.670 -2.013 -0.44
C 4.253 -0.406 -1.313 -0.25
P 2.629 -0.393 -2.191 1.51
C 3.031 0.973 -3.361 0.61
C 3.518 0.828 -4.656 -0.43
C 3.776 1.947 -5.439 -0.64
C 3.569 3.220 -4.927 -0.54
C 3.102 3.373 -3.627 -0.66
C 2.824 2.258 -2.854 -0.69
C 2.746 -1.900 -3.238 0.04
C 1.937 -1.976 -4.375 0.02
C 1.836 -3.150 -5.101 -0.74
C 2.533 -4.280 -4.697 -0.44
C 3.319 -4.227 -3.557 -0.82
C 3.420 -3.049 -2.829 -0.61
H 5.603 0.241 1.716 0.56
H 7.691 -0.279 0.469 0.37
H 7.565 -0.845 -1.945 0.39
H 5.378 -0.912 -3.068 0.37
H 3.683 -0.161 -5.065 0.36
H 4.142 1.823 -6.451 0.39
H 3.767 4.091 -5.541 0.35
H 2.929 4.363 -3.225 0.45
H 2.445 2.365 -1.842 0.39
H 1.356 -1.115 -4.684 0.18
H 1.171 -3.200 -5.953 0.28
H 2.423 -5.207 -5.245 0.35
H 3.837 -5.115 -3.214 0.39
H 4.010 -3.026 -1.923 0.46
C -0.412 -1.949 2.947 1.12
C -0.800 -2.967 4.049 -0.86
N -1.905 -3.821 3.595 -0.28
C -1.460 -4.559 2.407 -0.97
C -0.973 -3.580 1.306 -0.14
N -1.199 -2.196 1.733 1.07
C -2.626 -2.026 2.035 0.54
C -3.026 -2.950 3.214 -1.01
H 0.647 -2.014 2.688 0.70
H -0.608 -0.928 3.271 -1.61
H -1.117 -2.457 4.962 0.36
H 0.043 -3.616 4.304 0.30
H -2.297 -5.161 2.048 0.40
H -0.663 -5.244 2.710 0.31
H -1.514 -3.752 0.378 -0.33
H 0.093 -3.700 1.101 0.39
H -3.190 -2.266 1.134 0.40
H -2.814 -0.979 2.274 -0.82
H -3.879 -3.581 2.949 0.33
H -3.303 -2.365 4.096 0.38
F -3.710 -0.924 -3.630 -0.20
C -2.959 -2.009 -3.810 0.27
F -1.926 -1.683 -4.579 -0.18
F -3.691 -2.927 -4.451 -0.26
S -2.426 -2.647 -2.130 0.75
O -1.173 -1.981 -1.889 0.03
O -3.539 -2.342 -1.284 -0.80
N -2.339 -4.217 -2.277 -0.60
S -1.333 -5.041 -3.150 1.01
O -1.854 -6.357 -3.392 -0.76
O -0.750 -4.327 -4.254 -0.56
C 0.070 -5.367 -1.997 0.61
F 0.956 -6.181 -2.590 -0.26
F -0.363 -5.978 -0.885 -0.26
F 0.702 -4.253 -1.648 -0.02
```

***

[3]
Computed, not measured: C31H25ClMgN6O2S2 as an isolated structure, with ωB97M-V/def2-TZVPD.

The LUMO energy comes out at 4.4553 eV. As for the net charge: -2. The total energy comes out at -3132.06927 hartree. The value obtained for the highest occupied orbital energy is -1.588 eV. As for the strongest force on any atom: 0.38 eV/Å.

Structure (XYZ):
```
68
Properties=species:S:1:pos:R:3:mulliken_charge:R:1
Mg -0.004 0.762 1.540 3.13
N -4.464 2.355 1.081 -0.55
C -3.321 2.247 1.861 0.18
S -3.233 1.065 3.077 -0.47
N -2.424 3.177 1.561 -1.21
N -1.161 2.899 1.883 0.85
C -0.364 3.895 2.017 -1.37
C 1.065 3.658 2.122 1.02
C 1.946 4.665 2.524 -0.95
C 3.294 4.384 2.615 -0.18
C 3.743 3.108 2.311 -0.86
C 2.809 2.163 1.911 -0.32
N 1.512 2.434 1.805 0.22
H -5.025 1.519 1.143 0.29
H -4.234 2.623 0.129 0.34
H -0.739 4.917 2.002 0.18
H 1.556 5.646 2.767 0.41
H 3.992 5.151 2.930 0.38
H 4.789 2.843 2.379 0.39
H 3.091 1.149 1.655 0.31
O -2.789 2.298 -1.675 -0.76
S -1.506 1.698 -1.343 1.40
O -0.406 2.595 -1.093 -0.85
N -1.551 0.643 -0.172 0.15
C -2.448 -0.399 -0.202 -0.25
C -3.518 -0.576 -1.061 -0.68
C -4.326 -1.730 -0.992 -0.77
C -4.100 -2.727 -0.090 -0.96
C -3.014 -2.595 0.814 1.45
C -2.672 -3.570 1.773 -0.77
C -1.597 -3.375 2.591 -1.00
C -0.858 -2.182 2.475 -0.41
N -1.164 -1.251 1.608 0.61
C -2.206 -1.441 0.768 -0.65
C -1.059 0.748 -2.797 -0.30
C 0.006 -0.140 -2.717 -0.04
C 0.382 -0.852 -3.847 -0.57
C -0.303 -0.678 -5.044 -0.41
C -1.367 0.211 -5.114 -0.62
C -1.748 0.928 -3.986 -0.31
H -3.752 0.194 -1.783 0.49
H -5.155 -1.817 -1.687 0.38
H -4.727 -3.611 -0.051 0.34
H -3.272 -4.473 1.843 0.36
H -1.308 -4.113 3.328 0.40
H 0.000 -1.989 3.108 0.37
H 0.538 -0.266 -1.779 0.00
H 1.214 -1.543 -3.786 0.47
H -0.008 -1.239 -5.924 0.36
H -1.904 0.345 -6.046 0.35
H -2.580 1.620 -4.008 0.44
C 1.577 -0.415 0.417 -1.92
C 2.434 -1.070 -0.169 0.13
C 3.346 -1.893 -0.900 0.44
C 4.682 -1.518 -1.103 -0.51
C 5.552 -2.320 -1.826 -0.43
C 5.118 -3.522 -2.372 -0.41
C 3.796 -3.910 -2.179 -0.48
C 2.925 -3.112 -1.455 -0.31
H 5.023 -0.580 -0.683 0.46
H 6.579 -2.003 -1.968 0.35
H 5.797 -4.147 -2.939 0.36
H 3.442 -4.845 -2.598 0.35
H 1.897 -3.413 -1.302 0.52
Cl 1.911 -0.396 4.294 -0.40
C 0.323 0.459 3.756 -0.87
H 0.400 1.413 4.291 0.27
H -0.439 -0.100 4.308 0.40
```

***

[4]
Computed, not measured: C35H51AuNP2 as an isolated structure at a distorted geometry, with ωB97M-V/def2-TZVPD.

The LUMO energy (spin up / spin down) comes out at -3.2163 / -3.6354 eV. As for the net charge: +1. As for the spin multiplicity: 3. The total energy comes out at -2236.91400 hartree. The value obtained for the highest occupied orbital energy (spin up / spin down) is -8.990 / -8.903 eV. As for the strongest force on any atom: 4.42 eV/Å. Its expectation value of S² is 2.058.

Structure (XYZ):
```
90
Properties=species:S:1:pos:R:3:mulliken_charge:R:1
Au 0.194 -2.423 -3.832 0.21
C -0.499 -2.956 1.800 0.30
C 0.844 -3.327 1.447 0.56
C 0.934 -1.511 2.869 0.25
C -0.434 -1.825 2.680 0.73
C 1.718 -2.428 2.100 0.48
C -1.751 -3.587 1.319 -1.24
H -1.548 -4.211 0.439 0.33
H -2.508 -2.826 1.067 0.25
H -2.201 -4.242 2.083 0.35
C -1.557 -1.063 3.266 -0.41
H -2.512 -1.318 2.802 0.37
H -1.375 0.015 3.179 -0.40
H -1.656 -1.274 4.338 0.39
C 1.444 -0.386 3.679 -0.58
H 1.363 -0.581 4.757 0.25
H 0.858 0.526 3.494 -0.13
H 2.501 -0.181 3.467 0.30
C 3.198 -2.459 2.042 -1.73
H 3.653 -3.080 2.834 0.30
H 3.604 -1.443 2.141 0.41
H 3.526 -2.870 1.079 0.41
C 1.240 -4.432 0.546 -1.60
H 1.306 -5.386 1.089 0.30
H 2.228 -4.227 0.118 0.35
H 0.520 -4.562 -0.273 0.31
C -1.029 -0.248 -4.704 -0.35
C -1.149 -1.574 -5.204 -1.00
C -0.452 -1.900 -6.508 -0.89
C 1.057 -1.459 -6.405 -1.26
C 1.572 -1.403 -4.958 -0.88
C 1.853 -0.146 -4.138 -0.13
C 1.172 1.125 -4.641 -0.98
C -0.207 0.852 -5.290 -0.84
H -0.937 -1.479 -7.394 0.34
H 1.221 -0.608 -7.071 0.38
H -0.473 -2.984 -6.635 0.43
H -0.053 0.711 -6.375 0.27
H -1.847 0.128 -4.101 0.89
H -2.031 -2.178 -4.919 0.73
H -0.756 1.807 -5.206 0.56
H 1.098 1.912 -3.866 0.16
H 2.947 0.006 -4.180 0.61
H 1.813 1.574 -5.407 0.49
H 1.587 -2.281 -6.896 0.28
H 2.329 -2.182 -4.793 1.11
P -1.031 -0.784 -0.230 1.06
C -2.369 0.461 -0.034 -0.97
C -2.125 -1.705 -1.400 -1.46
P 1.785 0.050 -2.105 0.93
C 0.006 0.172 -1.547 1.04
C 2.899 -1.319 -1.759 -1.25
C 2.463 1.530 -1.255 -0.99
H -2.110 1.218 0.711 -0.42
H -3.294 -0.040 0.294 0.62
H -2.538 0.966 -1.001 0.48
H -1.589 -2.551 -1.862 0.02
H -2.444 -1.054 -2.220 0.47
H -3.015 -2.087 -0.878 0.61
H 2.316 2.465 -1.807 0.31
H 3.531 1.425 -1.050 0.55
H 1.972 1.646 -0.284 0.06
H -0.144 1.227 -1.192 -0.47
H -0.578 0.026 -2.471 -1.15
H 3.063 -1.474 -0.686 0.29
H 3.849 -1.083 -2.261 0.48
H 2.489 -2.244 -2.187 0.32
C -1.809 3.952 -0.036 -0.60
C -0.509 3.455 0.122 -0.13
C -0.139 2.830 1.309 -0.10
C -1.060 2.719 2.394 -0.81
C -2.360 3.267 2.219 0.20
C -2.736 3.850 1.005 -0.76
N -0.695 2.034 3.529 -0.01
C -0.728 2.606 4.761 0.17
C -0.781 1.760 5.910 0.00
C -0.678 2.289 7.186 -0.68
C -0.521 3.676 7.371 -0.37
C -0.496 4.531 6.252 -0.72
C -0.624 4.010 4.972 -0.22
H -2.095 4.429 -0.974 0.43
H 0.232 3.588 -0.672 0.40
H 0.870 2.443 1.474 0.32
H -3.040 3.194 3.067 0.54
H -3.741 4.255 0.902 0.40
H -0.900 0.684 5.727 0.19
H -0.720 1.623 8.054 0.39
H -0.414 4.099 8.372 0.38
H -0.383 5.612 6.364 0.36
H -0.618 4.633 4.074 0.43
```

***

[5]
Computed, not measured: one molecule with the formula C17H20N2O4S at a distorted geometry, with ωB97M-V/def2-TZVPD.

The LUMO energy comes out at 0.6280 eV. As for the net charge: 0. The total energy comes out at -1468.44856 hartree. The value obtained for the highest occupied orbital energy is -9.076 eV. As for the strongest force on any atom: 1.35 eV/Å.

Structure (XYZ):
```
44
Properties=species:S:1:pos:R:3:mulliken_charge:R:1
C -3.433 -3.888 -0.017 -1.48
C -3.105 -2.436 0.143 0.88
C -3.279 -1.549 -0.909 -0.67
C -3.003 -0.188 -0.795 0.72
C -2.540 0.272 0.431 0.33
C -2.369 -0.597 1.497 -0.67
C -2.647 -1.941 1.361 -0.92
H -2.513 -2.610 2.198 0.40
H -2.034 -0.186 2.436 0.53
S -2.021 1.960 0.776 1.22
O -2.091 2.168 2.192 -0.73
O -2.666 2.912 -0.081 -0.76
N -0.394 1.987 0.382 0.03
C -0.063 1.847 -1.015 -0.26
C 1.375 2.323 -1.230 -1.36
N 2.274 1.586 -0.363 0.10
C 3.025 0.598 -0.918 0.52
O 2.989 0.367 -2.119 -0.69
C 3.957 -0.181 -0.082 0.40
C 4.642 -1.299 -0.492 -0.36
C 5.465 -1.683 0.587 -0.52
C 5.234 -0.772 1.573 -0.43
O 4.327 0.136 1.183 -0.32
H 5.638 -0.664 2.560 0.47
H 6.137 -2.515 0.624 0.45
H 4.552 -1.768 -1.449 0.52
C 1.925 1.739 1.030 -1.17
H 1.978 2.803 1.281 0.31
C 0.488 1.248 1.250 -0.34
H 0.437 0.166 1.042 0.31
H 0.167 1.438 2.274 0.50
H 2.609 1.189 1.669 0.54
H 1.450 3.385 -0.983 0.33
H 1.683 2.152 -2.262 0.49
H -0.145 0.797 -1.339 0.26
H -0.763 2.463 -1.578 0.47
C -3.224 0.697 -1.981 -1.82
H -4.152 0.423 -2.479 0.55
H -3.271 1.739 -1.684 0.36
H -2.414 0.571 -2.700 0.29
H -3.645 -1.921 -1.856 0.43
H -2.778 -4.503 0.596 0.38
H -4.459 -4.070 0.302 0.30
H -3.342 -4.197 -1.055 0.38
```

***

Energy relative to the best compared isomer or geometry (same formula, charge and spin) (computed, kJ/mol): 98.51, 31.14, 0.00, 0.00, 265.42